# 1
Formula: C5H11NO
Source: the Open Molecules 2025 dataset
Level of theory: ωB97M-V/def2-TZVPD

Geometry as XYZ:
```
18
C5H11NO | the Open Molecules 2025 dataset | ωB97M-V/def2-TZVPD
C 2.645 0.978 0.135
N 1.454 1.512 0.166
C 0.341 0.662 0.425
C 0.445 -0.581 1.079
C -0.542 -1.805 0.749
C -2.041 -1.420 0.564
H 3.597 1.480 0.324
H 2.952 0.025 -0.411
H -0.616 0.976 0.114
H 1.207 -0.892 1.757
H -0.279 -2.351 -0.194
H -0.409 -2.473 1.486
H -2.430 -1.034 1.513
H -2.830 -2.239 0.296
H -2.225 -0.613 -0.103
O -0.491 2.228 -2.583
H -0.844 2.832 -3.218
H 0.066 2.716 -2.099
```

Output
HOMO-LUMO gap: 0.3082 Eh
SMILES: C=N/C=C/CC.O
Lowest unoccupied orbital energy: 0.2 eV

---

# 2
Formula: C5H11NO
Source: the Open Molecules 2025 dataset
Level of theory: ωB97M-V/def2-TZVPD

Geometry as XYZ:
```
18
C5H11NO | the Open Molecules 2025 dataset | ωB97M-V/def2-TZVPD
C -1.943 -0.937 -0.334
C -1.549 0.322 0.423
N -0.079 0.447 0.571
C 0.407 0.384 1.810
C 0.604 0.584 -0.569
C 2.070 0.360 -0.664
O 2.389 -0.391 -1.829
H -3.033 -1.020 -0.374
H -1.545 -1.825 0.166
H -1.563 -0.921 -1.359
H -1.898 1.221 -0.093
H -1.978 0.330 1.427
H 1.447 0.610 1.990
H -0.250 0.077 2.610
H 0.034 0.800 -1.464
H 2.664 1.279 -0.753
H 2.415 -0.155 0.251
H 1.809 -1.164 -1.810
```

Output
HOMO-LUMO gap: 0.2829 Eh
Lowest unoccupied orbital energy: 0.9 eV

---

# 3
Formula: C5H11NO
Source: the Open Molecules 2025 dataset
Level of theory: ωB97M-V/def2-TZVPD

Geometry as XYZ:
```
18
C5H11NO | the Open Molecules 2025 dataset | ωB97M-V/def2-TZVPD
C 1.849 0.995 -1.615
C 1.172 -0.050 -1.124
N 1.896 -0.991 -0.295
C -0.316 -0.173 -1.284
C -0.966 0.958 -0.890
C -0.617 1.712 0.372
H 2.931 0.853 -1.608
H 1.429 1.941 -1.948
H 1.215 -1.495 0.259
H 2.452 -0.459 0.360
H -0.617 -1.189 -1.471
H -1.700 1.339 -1.588
H -0.247 1.121 1.213
H -1.621 2.092 0.670
H 0.073 2.541 0.111
O -2.517 -3.146 3.275
H -1.840 -3.678 2.846
H -2.577 -2.370 2.716
```

Output
HOMO-LUMO gap: 0.3153 Eh
SMILES: C=C(N)/C=C\C.O
Lowest unoccupied orbital energy: 0.3 eV

---

# 4
Formula: C5H11NO
Source: the Open Molecules 2025 dataset
Level of theory: ωB97M-V/def2-TZVPD

Geometry as XYZ:
```
18
C5H11NO | the Open Molecules 2025 dataset | ωB97M-V/def2-TZVPD
C 0.247 -1.281 3.023
C 0.691 -0.293 2.258
C 0.275 -0.054 0.869
C -0.706 -0.682 0.204
C -0.867 -0.334 -1.252
N -2.248 0.015 -1.576
H 0.617 -1.476 4.016
H -0.462 -2.007 2.646
H 1.399 0.426 2.655
H 0.613 0.847 0.378
H -1.187 -1.561 0.620
H -0.200 0.518 -1.383
H -0.447 -1.118 -1.896
H -2.385 0.254 -2.547
H -2.825 -0.725 -1.328
O 2.589 2.287 -2.509
H 2.268 3.188 -2.574
H 2.631 1.999 -1.603
```

Output
HOMO-LUMO gap: 0.3482 Eh
SMILES: C=C/C=C/CN.O
Lowest unoccupied orbital energy: 0.7 eV

---

# 5
Formula: C5H11NO
Source: the Open Molecules 2025 dataset
Level of theory: ωB97M-V/def2-TZVPD

Geometry as XYZ:
```
18
C5H11NO | the Open Molecules 2025 dataset | ωB97M-V/def2-TZVPD
C 2.559 -0.617 0.136
N 1.330 0.127 -0.022
C 1.409 1.382 0.093
O 0.353 2.199 0.089
H 2.448 -1.303 0.984
H 2.761 -1.225 -0.753
H 3.432 0.026 0.328
H 2.346 1.936 0.219
H -0.449 1.637 0.113
C -2.434 0.766 -0.113
C -1.665 -0.207 -0.604
C -1.372 -1.489 0.107
H -2.723 1.627 -0.711
H -2.823 0.710 0.903
H -1.244 -0.104 -1.605
H -1.699 -1.445 1.151
H -1.923 -2.295 -0.391
H -0.306 -1.724 0.076
```

Output
HOMO-LUMO gap: 0.3952 Eh
SMILES: C/N=C/O.C=CC
Lowest unoccupied orbital energy: 1.1 eV

---

# 6
Formula: C5H11NO
Source: the Open Molecules 2025 dataset
Level of theory: ωB97M-V/def2-TZVPD

Geometry as XYZ:
```
18
C5H11NO | the Open Molecules 2025 dataset | ωB97M-V/def2-TZVPD
C 1.028 -1.953 -0.166
C 1.433 -0.926 -0.953
C 0.847 -0.739 -2.346
O 2.403 -0.042 -0.493
H 0.395 -2.702 -0.606
H 1.399 -2.094 0.861
H 0.385 -1.706 -2.640
H 0.054 0.009 -2.396
H 1.645 -0.535 -3.072
H 2.577 0.585 -1.212
C -2.664 1.761 1.263
N -2.090 1.115 2.201
C -0.671 0.837 2.021
H -3.786 1.818 1.254
H -2.110 2.184 0.396
H -0.120 1.379 2.825
H -0.278 1.277 1.074
H -0.449 -0.267 1.990
```

Output
HOMO-LUMO gap: 0.3519 Eh
SMILES: C=C(C)O.C=NC
Lowest unoccupied orbital energy: 0.7 eV

---

# 7
Formula: C5H11NO
Source: the Open Molecules 2025 dataset
Level of theory: ωB97M-V/def2-TZVPD

Geometry as XYZ:
```
18
C5H11NO | the Open Molecules 2025 dataset | ωB97M-V/def2-TZVPD
C 2.504 -1.309 -0.191
C -0.031 0.131 1.878
N -0.587 -0.078 0.726
C -1.751 -0.745 0.151
C -0.768 0.083 -0.582
C -0.829 1.325 -1.398
O -1.950 2.163 -1.124
H 2.272 -2.052 0.577
H 3.049 -0.478 0.265
H 3.125 -1.768 -0.965
H -0.342 -0.467 2.726
H 0.779 0.847 1.949
H -1.710 -1.834 0.085
H -2.704 -0.339 0.513
H 1.575 -0.943 -0.640
H 0.120 1.871 -1.276
H -0.920 1.063 -2.455
H -1.834 2.530 -0.239
```

Output
HOMO-LUMO gap (spin up / spin down): 0.3003 / 0.3004 Eh
Lowest unoccupied orbital energy (spin up / spin down): 0.8 / 0.8 eV

---

# 8
Formula: C5H11NO
Source: the Open Molecules 2025 dataset
Level of theory: ωB97M-V/def2-TZVPD

Geometry as XYZ:
```
18
C5H11NO | the Open Molecules 2025 dataset | ωB97M-V/def2-TZVPD
C 0.401 0.748 0.123
C -1.706 1.028 -0.508
C 2.879 -0.696 -0.158
C -0.214 -0.455 0.043
N -2.663 1.122 0.504
C -0.670 -1.664 0.141
O 1.973 -0.283 0.803
H -2.557 1.912 1.125
H -3.018 0.245 0.856
H 0.317 1.332 1.031
H 0.887 1.165 -0.753
H -1.990 0.379 -1.333
H -1.406 2.001 -0.884
H 3.052 -1.787 -0.130
H 2.566 -0.470 -1.203
H 3.864 -0.212 -0.035
H -0.038 -2.444 0.547
H -1.677 -1.922 -0.169
```

Output
HOMO-LUMO gap: 0.2775 Eh
Lowest unoccupied orbital energy: 0.6 eV

---

# 9
Formula: C5H11NO
Source: the Open Molecules 2025 dataset
Level of theory: ωB97M-V/def2-TZVPD

Geometry as XYZ:
```
18
C5H11NO | the Open Molecules 2025 dataset | ωB97M-V/def2-TZVPD
H 0.953 0.246 -2.165
N 1.328 0.229 -1.247
C 0.533 0.074 -0.275
O 1.216 0.046 0.882
C 2.748 0.292 0.524
C -0.997 -0.073 -0.380
C -1.476 -1.461 0.055
C -1.758 1.029 0.362
H 2.878 1.381 0.466
H 3.329 -0.108 -0.352
H 3.118 -0.170 1.421
H -1.211 0.036 -1.456
H -1.283 -1.607 1.121
H -0.962 -2.253 -0.498
H -2.554 -1.577 -0.118
H -2.840 0.937 0.199
H -1.567 0.956 1.436
H -1.454 2.025 0.026
```

Output
HOMO-LUMO gap: 0.3895 Eh
SMILES: [H]/N=C(/OC)C(C)C
Lowest unoccupied orbital energy: 1.1 eV

---

# 10
Formula: C5H11NO
Source: the Open Molecules 2025 dataset
Level of theory: ωB97M-V/def2-TZVPD

Geometry as XYZ:
```
18
C5H11NO | the Open Molecules 2025 dataset | ωB97M-V/def2-TZVPD
C -0.407 -0.273 2.148
C 0.059 -0.555 0.706
C 1.577 -0.663 0.653
C -0.513 0.497 -0.273
N -0.022 1.854 -0.139
C -0.306 0.007 -1.695
O -0.713 -1.041 -2.119
H 0.138 0.542 2.623
H -0.276 -1.195 2.724
H -1.477 -0.050 2.175
H -0.424 -1.498 0.436
H 1.918 -0.775 -0.376
H 2.047 0.248 1.046
H 1.928 -1.492 1.259
H -1.591 0.496 -0.082
H -0.509 2.351 0.591
H 0.977 1.879 0.030
H 0.319 0.662 -2.334
```

Output
HOMO-LUMO gap: 0.3765 Eh
SMILES: CC(C)[C@@H](N)C=O
Lowest unoccupied orbital energy: 0.9 eV

---

Per-record molar mass, Da: 101.149, 101.149, 101.149, 101.149, 101.149, 101.149, 101.149, 101.149, 101.149, 101.149
Per-record relative energy (zero: lowest compared OMol25 entry of this formula, charge and spin), eV: 4.121, 3.191, 3.934, 2.475, 1.817, 2.649, 4.798, 7.006, 2.140, 1.016